--- i ---
Formula: C3H2N2O2
Source: the Open Molecules 2025 dataset
Level of theory: ωB97M-V with the def2-TZVPD basis set

Bonds (Å) are listed after each position.
Element x y z (Å)
1 N 0.44136 1.07506 1.31101  C2 1.330, C6 1.545, H8 1.032
2 C -0.12342 0.08835 0.62030  N1 1.330, O3 1.338, C6 1.556
3 O -0.76095 0.39648 -0.51539  C2 1.338, C4 1.397
4 C -1.21694 -0.69931 -1.25182  O3 1.397, O5 1.184, H9 1.099
5 O -1.79393 -0.53475 -2.27307  C4 1.184
6 C 1.38084 -0.10396 0.97065  N1 1.545, C2 1.556, N7 1.175
7 N 2.46825 -0.54118 0.88067  C6 1.175
8 H 0.48672 2.00480 0.86477  N1 1.032
9 H -0.96830 -1.65314 -0.76634  C4 1.099

The spin multiplicity is 1. As for the HOMO-LUMO gap (alpha / beta): 0.3189 / 0.3188 Ha. Its HOMO energy (alpha / beta) is -9.66 / -9.66 eV. The value obtained for the lowest unoccupied orbital energy (alpha / beta) is -0.982 / -0.982 eV.

Atomic partial charges in e from the Mulliken method, atoms 1 to 2: -0.2925, 0.2050

--- ii ---
Formula: C3H2N2O2
Source: the Open Molecules 2025 dataset
Level of theory: ωB97M-V with the def2-TZVPD basis set

Bonds (Å) are listed after each position.
Element x y z (Å)
1 C -1.77741 -0.90124 -0.49510  N4 1.168, H8 1.058
2 C 1.80784 1.28429 0.13429  N5 1.374, O7 1.204, H9 1.096
3 C 2.26130 -1.06343 -0.07715  N5 1.214, O6 1.152
4 N -1.07483 -0.16911 0.08302  C1 1.168
5 N 1.84599 -0.05239 0.45030  C2 1.374, C3 1.214
6 O 2.59033 -2.14044 -0.32025  C3 1.152
7 O 1.86066 1.73913 -0.97895  C2 1.204
8 H -2.42802 -1.61479 -0.92678  C1 1.058
9 H 1.63755 2.02323 0.92504  C2 1.096

Its SMILES is O=C=NC=O.C#N. The spin multiplicity is 1. As for the HOMO-LUMO gap: 0.4145 Ha. Its HOMO energy is -10.59 eV. The value obtained for the lowest unoccupied orbital energy is 0.686 eV.

Atomic partial charges in e from the Mulliken method, atoms 1 to 2: 0.0478, 0.1337

Out of the structures above, which one is the least stable? Solution: i.